Entry 1:
The following is a quantum chemistry calculation of C21H21MnNS as an isolated structure in a non-equilibrium geometry, from the OMol25 dataset.

Cartesian coordinates (Å):
C1 -0.94515 -0.96161 -1.38085
C2 1.65708 -0.52057 -2.33598
C3 -1.70377 0.29489 -1.79029
H1 -1.33480 -1.49607 -0.49689
C4 1.26116 0.87031 -2.39372
H2 2.66441 -0.75615 -1.96370
H3 -2.76051 -0.02623 -1.94273
H4 2.03739 1.62373 -2.18007
C5 -1.25412 0.82221 -3.16616
H5 -1.98216 1.56049 -3.55659
H6 -1.32793 -0.05466 -3.83213
C6 -0.45807 -1.88278 -2.52921
H7 -1.19086 -1.92886 -3.35354
H8 -0.43817 -2.89173 -2.09833
C7 0.94456 -1.59618 -3.10830
H9 0.86428 -1.35435 -4.18512
H10 1.55085 -2.52522 -3.12842
C8 0.17122 1.39535 -3.32243
H11 0.42887 1.17376 -4.37860
H12 0.18626 2.49826 -3.23393
Mn1 0.58263 0.01466 -0.67392
H13 -1.78601 1.02567 -0.97133
S1 -0.03445 0.41894 3.95186
C9 -0.22623 -1.29985 3.83915
C10 -0.45278 -2.13209 4.92560
C11 -0.64241 -3.49173 4.68600
C12 -0.61249 -3.96599 3.36681
C13 -0.36136 -3.12101 2.27965
C14 -0.15182 -1.74722 2.49563
N1 0.10584 -0.68866 1.59535
C15 0.15134 0.49804 2.21817
C16 0.43308 1.78157 1.60644
C17 0.54342 2.94465 2.41825
C18 0.80821 4.18429 1.84462
C19 0.93950 4.28986 0.45129
C20 0.81076 3.12632 -0.35934
C21 0.59043 1.86113 0.19833
H14 -0.48093 -1.67958 5.91547
H15 -0.81568 -4.14940 5.53892
H16 -0.79082 -5.03115 3.23095
H17 -0.33125 -3.52470 1.27423
H18 0.43030 2.86304 3.49975
H19 0.90042 5.06525 2.48779
H20 1.14076 5.27379 0.00228
H21 0.87903 3.23960 -1.44498

Results
- Expectation value of S²: 8.789
- Strongest force on any atom: 4.2 eV/Å
- Total charge: 0
- E: -65759.4454 eV
- Molar mass: 374.41 g mol⁻¹
- LUMO level (spin up / spin down): -0.002 / -0.027 Eh
- ΔE to the lowest compared entry with this formula, charge and spin: 0.000 eV
- Multiplicity: 6
- Orbital gap (spin up / spin down): 5.66 / 6.67 eV

List of natural (NBO) charges in e, atom by atom: atom 1 (C): -0.719, atom 2 (C): -0.349, atom 3 (C): -0.439, atom 4 (H): 0.211, atom 5 (C): -0.270, atom 6 (H): 0.229, atom 7 (H): 0.199, atom 8 (H): 0.241, atom 9 (C): -0.397, atom 10 (H): 0.218, atom 11 (H): 0.203, atom 12 (C): -0.419, atom 13 (H): 0.187, atom 14 (H): 0.212, atom 15 (C): -0.441, atom 16 (H): 0.212, atom 17 (H): 0.218, atom 18 (C): -0.450, atom 19 (H): 0.228, atom 20 (H): 0.215, atom 21 (Mn): 1.346, atom 22 (H): 0.215, atom 23 (S): 0.403, atom 24 (C): -0.241, atom 25 (C): -0.200, atom 26 (C): -0.214, atom 27 (C): -0.209, atom 28 (C): -0.235, atom 29 (C): 0.204, atom 30 (N): -0.586, atom 31 (C): 0.102, atom 32 (C): -0.090, atom 33 (C): -0.189, atom 34 (C): -0.240, atom 35 (C): -0.183, atom 36 (C): -0.229, atom 37 (C): -0.450, atom 38 (H): 0.220, atom 39 (H): 0.220, atom 40 (H): 0.220, atom 41 (H): 0.227, atom 42 (H): 0.207, atom 43 (H): 0.215, atom 44 (H): 0.211, atom 45 (H): 0.191

=====

Entry 2:
The following is a quantum chemistry calculation of C21H21N4O6Os as an isolated structure in a non-equilibrium geometry, from the OMol25 dataset.

Cartesian coordinates (Å):
Os1 0.81450 0.55236 -0.02385
C1 -0.88753 3.81276 2.11196
C2 -0.89792 2.36152 1.79992
O1 -0.37968 1.97996 0.67678
N1 -1.45409 1.50821 2.60469
C3 -1.60380 0.08738 2.30165
C4 -0.37598 -0.68418 2.66287
C5 -0.33853 -1.41965 3.82879
C6 0.79646 -2.15134 4.15469
C7 1.86790 -2.12908 3.27508
C8 1.76934 -1.38324 2.12216
N2 0.67116 -0.65202 1.80810
H1 -1.13539 4.37504 1.21243
H2 0.12253 4.10113 2.41579
H3 -1.58184 4.06585 2.91025
H4 -1.88407 1.86990 3.44763
H5 -1.84628 -0.02815 1.24491
H6 -2.45496 -0.28186 2.86720
H7 -1.20279 -1.42889 4.48005
H8 0.83732 -2.72816 5.06970
H9 2.77582 -2.68285 3.47110
H10 2.59846 -1.33746 1.43383
O2 1.22625 -1.37323 -0.66247
C9 0.72590 -1.72600 -1.99110
C10 -0.44402 -0.83329 -2.27078
C11 -1.29321 -1.04921 -3.33249
C12 -2.35212 -0.17784 -3.54574
C13 -2.52092 0.90064 -2.68446
C14 -1.63262 1.07893 -1.64982
N3 -0.61886 0.21048 -1.43783
H11 1.04150 -2.08752 -0.03405
H12 0.40930 -2.76796 -1.96887
H13 1.54863 -1.61498 -2.69492
H14 -1.12571 -1.89754 -3.98451
H15 -3.03038 -0.33560 -4.37437
H16 -3.32725 1.60916 -2.81364
H17 -1.70355 1.91781 -0.98050
O3 2.73746 0.39802 0.02696
C15 3.66422 1.17548 -0.42703
C16 3.52440 2.24481 -1.27566
C17 4.67238 2.96673 -1.68679
C18 4.51477 3.97899 -2.56524
C19 3.25204 4.32629 -3.08976
C20 2.12734 3.63026 -2.70966
C21 2.24866 2.58552 -1.79522
O4 1.15370 1.93610 -1.43692
N4 5.70620 4.75004 -3.00153
O5 5.50308 5.62164 -3.81174
O6 6.73350 4.52819 -2.40645
H18 4.66877 0.88530 -0.11906
H19 5.66305 2.72897 -1.31622
H20 3.19310 5.14385 -3.79701
H21 1.15119 3.87702 -3.10269

Results
- Strongest force on any atom: 1.2 eV/Å
- Total charge: +3
- E: -42800.4411 eV
- Molar mass: 615.65 g mol⁻¹
- LUMO level (spin up / spin down): -0.422 / -0.422 Eh
- ΔE to the lowest compared entry with this formula, charge and spin: 0.000 eV
- Orbital gap (spin up / spin down): 6.17 / 6.17 eV

List of natural (NBO) charges in e, atom by atom: atom 1 (Os): 1.621, atom 2 (C): -0.705, atom 3 (C): 0.744, atom 4 (O): -0.660, atom 5 (N): -0.496, atom 6 (C): -0.277, atom 7 (C): 0.207, atom 8 (C): -0.203, atom 9 (C): -0.072, atom 10 (C): -0.195, atom 11 (C): 0.017, atom 12 (N): -0.512, atom 13 (H): 0.283, atom 14 (H): 0.285, atom 15 (H): 0.266, atom 16 (H): 0.455, atom 17 (H): 0.235, atom 18 (H): 0.274, atom 19 (H): 0.261, atom 20 (H): 0.275, atom 21 (H): 0.275, atom 22 (H): 0.242, atom 23 (O): -0.629, atom 24 (C): -0.105, atom 25 (C): 0.181, atom 26 (C): -0.204, atom 27 (C): -0.066, atom 28 (C): -0.212, atom 29 (C): 0.069, atom 30 (N): -0.403, atom 31 (H): 0.541, atom 32 (H): 0.252, atom 33 (H): 0.253, atom 34 (H): 0.269, atom 35 (H): 0.274, atom 36 (H): 0.274, atom 37 (H): 0.242, atom 38 (O): -0.595, atom 39 (C): 0.424, atom 40 (C): -0.300, atom 41 (C): -0.070, atom 42 (C): 0.005, atom 43 (C): -0.032, atom 44 (C): -0.296, atom 45 (C): 0.532, atom 46 (O): -0.679, atom 47 (N): 0.527, atom 48 (O): -0.312, atom 49 (O): -0.324, atom 50 (H): 0.232, atom 51 (H): 0.283, atom 52 (H): 0.291, atom 53 (H): 0.258

=====

Entry 3:
The following is a quantum chemistry calculation of one molecule with the formula C21H21N5O in a non-equilibrium geometry, from the OMol25 dataset.

Cartesian coordinates (Å):
C1 2.24844 0.12680 1.31644
C2 1.65507 1.07281 0.84744
N1 -6.04233 -0.93367 -0.70140
N2 3.43720 -3.24571 1.87790
N3 3.78017 -2.07151 3.85055
O1 -0.02932 1.70718 -4.44073
C3 3.88407 -3.10810 3.08625
C4 -5.81285 -0.24921 -1.80969
C5 -5.05249 -1.03129 0.18766
C6 2.95642 -2.18861 1.29037
C7 3.26882 -0.99296 3.29179
C8 -4.56107 0.29164 -2.12965
C9 -3.79245 -0.51095 -0.03827
C10 -1.74077 0.98597 -2.86130
C11 0.34286 1.94526 -2.10643
C12 -1.23309 1.10927 -0.47723
C13 2.87208 -0.98768 1.94392
C14 -0.48285 1.50532 -3.15343
C15 -3.48449 0.17094 -1.23830
C16 -2.10662 0.73164 -1.52562
C17 -0.01483 1.74180 -0.78024
N4 4.37686 -4.15035 3.70515
N5 2.47750 -2.40677 0.05626
C18 -0.42975 0.76935 -5.47087
C19 2.99306 0.19972 4.18623
C20 0.25095 3.04354 1.40789
C21 0.94077 2.21897 0.28381
H1 -6.62740 -0.27832 -2.58127
H2 -5.21516 -1.55665 1.11635
H3 -4.46611 0.79414 -3.05352
H4 -3.05143 -0.65685 0.71420
H5 -2.39635 0.78911 -3.63609
H6 1.25348 2.45636 -2.37594
H7 -1.45498 0.93370 0.57084
H8 3.85378 -4.92459 3.33624
H9 4.41461 -3.94438 4.69381
H10 2.15138 -3.34705 -0.08248
H11 1.89393 -1.67255 -0.30188
H12 -0.31962 -0.30328 -5.14460
H13 -1.46944 0.92153 -5.67086
H14 0.12840 0.90031 -6.41462
H15 2.96810 1.12679 3.62327
H16 2.04619 0.09808 4.71201
H17 3.71385 0.25897 4.98089
H18 -0.59513 2.52898 1.85339
H19 -0.15547 3.97512 0.98347
H20 0.92669 3.26236 2.23909
H21 1.69934 2.89483 -0.16079

Results
- Strongest force on any atom: 3.3 eV/Å
- Total charge: 0
- E: -31614.6306 eV
- Molar mass: 359.43 g mol⁻¹
- LUMO level: 0.009 Eh
- ΔE to the lowest compared entry with this formula, charge and spin: 1.839 eV
- Structure (SMILES): COc1cc(-c2ccncc2)cc([C@@H](C)C#Cc2c(C)nc(N)nc2N)c1
- Orbital gap: 8.28 eV

List of natural (NBO) charges in e, atom by atom: atom 1 (C): -0.024, atom 2 (C): 0.001, atom 3 (N): -0.420, atom 4 (N): -0.562, atom 5 (N): -0.557, atom 6 (O): -0.512, atom 7 (C): 0.571, atom 8 (C): 0.043, atom 9 (C): 0.035, atom 10 (C): 0.457, atom 11 (C): 0.358, atom 12 (C): -0.255, atom 13 (C): -0.249, atom 14 (C): -0.282, atom 15 (C): -0.203, atom 16 (C): -0.181, atom 17 (C): -0.325, atom 18 (C): 0.310, atom 19 (C): 0.010, atom 20 (C): -0.033, atom 21 (C): -0.004, atom 22 (N): -0.769, atom 23 (N): -0.770, atom 24 (C): -0.252, atom 25 (C): -0.658, atom 26 (C): -0.586, atom 27 (C): -0.304, atom 28 (H): 0.196, atom 29 (H): 0.194, atom 30 (H): 0.211, atom 31 (H): 0.213, atom 32 (H): 0.212, atom 33 (H): 0.217, atom 34 (H): 0.211, atom 35 (H): 0.391, atom 36 (H): 0.399, atom 37 (H): 0.398, atom 38 (H): 0.394, atom 39 (H): 0.183, atom 40 (H): 0.172, atom 41 (H): 0.206, atom 42 (H): 0.226, atom 43 (H): 0.231, atom 44 (H): 0.232, atom 45 (H): 0.207, atom 46 (H): 0.215, atom 47 (H): 0.219, atom 48 (H): 0.233

=====

Entry 4:
The following is a quantum chemistry calculation of one molecule with the formula C21H21N5O2 in a non-equilibrium geometry, from the OMol25 dataset.

Cartesian coordinates (Å):
N1 0.13463 -2.80490 3.19827
O1 1.44270 -2.04463 -2.79397
C1 -0.49342 -1.85938 2.90057
N2 3.67878 0.22634 -1.12150
N3 -1.96689 0.67521 0.65290
O2 7.23600 -0.24834 -0.66410
C2 1.82813 -1.06222 -2.15139
C3 4.94239 0.34885 -0.77842
C4 3.29783 -0.84814 -1.84426
C5 -1.40217 -0.42625 1.11946
C6 4.24377 -1.74912 -2.25857
C7 5.62110 -1.61519 -1.92351
C8 -3.14802 3.61192 3.28946
C9 -1.19355 -0.69788 2.48285
C10 5.96916 -0.54316 -1.10778
C11 -3.32697 3.77494 1.91164
C12 -2.92921 2.74916 1.05308
C13 -1.55743 0.26615 3.43330
C14 -2.54522 2.47462 3.84295
C15 -2.33392 1.60274 1.55723
C16 -2.16724 1.43539 2.94797
N4 0.91685 -0.15608 -1.67403
N5 -1.00224 -1.36169 0.19097
C17 8.34034 -1.00368 -1.19009
C18 -4.05384 4.97527 1.34916
C19 -2.16552 2.55461 5.30991
C20 -0.54102 -0.15339 -1.95950
C21 -1.28999 -1.32171 -1.25704
H1 5.27248 1.18932 -0.20750
H2 3.87645 -2.55271 -2.86432
H3 6.32963 -2.36075 -2.29750
H4 -3.47786 4.43338 3.94474
H5 -3.05816 2.83511 -0.02972
H6 -1.32686 0.17021 4.48478
H7 1.32528 0.61873 -1.15762
H8 -0.56701 -2.18977 0.60967
H9 9.27953 -0.59984 -0.75723
H10 8.37959 -0.87881 -2.29084
H11 8.27454 -2.07717 -0.93156
H12 -4.95596 4.61833 0.85450
H13 -4.38551 5.60402 2.21236
H14 -3.45866 5.55662 0.67238
H15 -1.12782 2.91191 5.34700
H16 -2.28123 1.57651 5.75262
H17 -2.79459 3.18565 5.91397
H18 -0.70318 -0.21514 -3.03263
H19 -0.94144 0.81062 -1.66276
H20 -2.35532 -1.25428 -1.45519
H21 -0.90924 -2.25170 -1.69104

Results
- Strongest force on any atom: 3.0 eV/Å
- Total charge: 0
- E: -33663.6956 eV
- Molar mass: 375.43 g mol⁻¹
- LUMO level: -0.011 Eh
- ΔE to the lowest compared entry with this formula, charge and spin: 0.000 eV
- Structure (SMILES): COc1ccc(C(=O)NCCNc2nc3cc(C)cc(C)c3cc2C#N)nc1
- Orbital gap: 7.86 eV

List of natural (NBO) charges in e, atom by atom: atom 1 (N): -0.311, atom 2 (O): -0.644, atom 3 (C): 0.268, atom 4 (N): -0.399, atom 5 (N): -0.520, atom 6 (O): -0.493, atom 7 (C): 0.643, atom 8 (C): 0.004, atom 9 (C): 0.054, atom 10 (C): 0.434, atom 11 (C): -0.175, atom 12 (C): -0.269, atom 13 (C): -0.255, atom 14 (C): -0.273, atom 15 (C): 0.274, atom 16 (C): 0.044, atom 17 (C): -0.254, atom 18 (C): -0.033, atom 19 (C): 0.072, atom 20 (C): 0.280, atom 21 (C): -0.193, atom 22 (N): -0.608, atom 23 (N): -0.589, atom 24 (C): -0.259, atom 25 (C): -0.635, atom 26 (C): -0.640, atom 27 (C): -0.225, atom 28 (C): -0.224, atom 29 (H): 0.198, atom 30 (H): 0.243, atom 31 (H): 0.229, atom 32 (H): 0.206, atom 33 (H): 0.218, atom 34 (H): 0.229, atom 35 (H): 0.417, atom 36 (H): 0.409, atom 37 (H): 0.208, atom 38 (H): 0.183, atom 39 (H): 0.182, atom 40 (H): 0.226, atom 41 (H): 0.211, atom 42 (H): 0.226, atom 43 (H): 0.228, atom 44 (H): 0.211, atom 45 (H): 0.227, atom 46 (H): 0.207, atom 47 (H): 0.227, atom 48 (H): 0.205, atom 49 (H): 0.234

=====

Entry 5:
The following is a quantum chemistry calculation of a 2-piece molecular cluster, C21H21O7 overall in a non-equilibrium geometry, from the OMol25 dataset.

Cartesian coordinates (Å):
C1 -5.53955 -2.32420 2.85946
O1 -5.20038 -1.00966 3.35297
C2 -3.91858 -0.60203 3.17431
C3 -3.55426 0.63869 3.75743
C4 -2.26322 1.09252 3.63121
C5 -1.27588 0.31994 2.97011
C6 0.09018 0.79915 2.90634
C7 1.17157 0.03158 3.21479
C8 2.52590 0.65371 3.18455
O2 2.72471 1.84089 3.04938
O3 3.58918 -0.18317 3.39808
C9 3.37039 -1.60437 3.24945
C10 3.21134 -1.99902 1.79196
C11 4.57007 -2.29327 3.89769
O4 2.22546 -2.00729 4.03319
C12 1.07274 -1.27558 3.94467
O5 0.08929 -1.69433 4.51224
C13 -1.65128 -0.91755 2.39902
C14 -2.95454 -1.36852 2.47023
H1 -6.58116 -2.46716 3.13866
H2 -5.42569 -2.37242 1.76903
H3 -4.90724 -3.08893 3.32878
H4 -4.30726 1.20093 4.30515
H5 -1.94334 2.03568 4.08053
H6 0.29224 1.82762 2.61290
H7 2.35333 -1.50191 1.32601
H8 4.12509 -1.73318 1.24592
H9 3.08310 -3.08640 1.72100
H10 4.64388 -1.98620 4.94364
H11 4.45170 -3.37796 3.85775
H12 5.48991 -2.01376 3.38125
H13 -0.90279 -1.52838 1.89051
H14 -3.21564 -2.33102 2.02428
C15 5.00758 2.98987 -2.52986
O6 3.75408 2.51013 -2.00181
C16 2.99615 3.42317 -1.31956
C17 3.39865 4.77127 -1.13731
C18 2.54400 5.63316 -0.44362
C19 1.34151 5.20460 0.06529
C20 0.88934 3.81366 -0.05956
O7 -0.17788 3.39154 0.44728
C21 1.78792 2.95980 -0.80976
H15 5.46470 2.13181 -3.02025
H16 4.84570 3.79858 -3.25534
H17 5.65697 3.35470 -1.72292
H18 4.35203 5.12590 -1.53608
H19 2.85820 6.66888 -0.31434
H20 0.68949 5.88788 0.60096
H21 1.51562 1.91998 -0.95674

Results
- Strongest force on any atom: 1.5 eV/Å
- Total charge: -1
- E: -36450.4906 eV
- Molar mass: 385.39 g mol⁻¹
- LUMO level: 0.075 Eh
- ΔE to the lowest compared entry with this formula, charge and spin: 0.000 eV
- Orbital gap: 4.78 eV

List of natural (NBO) charges in e, atom by atom: atom 1 (C): -0.256, atom 2 (O): -0.497, atom 3 (C): 0.310, atom 4 (C): -0.261, atom 5 (C): -0.143, atom 6 (C): -0.124, atom 7 (C): 0.039, atom 8 (C): -0.375, atom 9 (C): 0.776, atom 10 (O): -0.531, atom 11 (O): -0.522, atom 12 (C): 0.529, atom 13 (C): -0.666, atom 14 (C): -0.625, atom 15 (O): -0.526, atom 16 (C): 0.777, atom 17 (O): -0.570, atom 18 (C): -0.130, atom 19 (C): -0.280, atom 20 (H): 0.196, atom 21 (H): 0.180, atom 22 (H): 0.182, atom 23 (H): 0.221, atom 24 (H): 0.223, atom 25 (H): 0.286, atom 26 (H): 0.236, atom 27 (H): 0.231, atom 28 (H): 0.220, atom 29 (H): 0.229, atom 30 (H): 0.217, atom 31 (H): 0.222, atom 32 (H): 0.211, atom 33 (H): 0.208, atom 34 (C): -0.251, atom 35 (O): -0.520, atom 36 (C): 0.317, atom 37 (C): -0.457, atom 38 (C): -0.194, atom 39 (C): -0.378, atom 40 (C): 0.435, atom 41 (O): -0.786, atom 42 (C): -0.432, atom 43 (H): 0.176, atom 44 (H): 0.172, atom 45 (H): 0.174, atom 46 (H): 0.187, atom 47 (H): 0.182, atom 48 (H): 0.188, atom 49 (H): 0.194